Record 1
67
Properties=species:S:1:pos:R:3:nbo_charge:R:1 method="wB97M-V/def2-TZVPD" total_charge=+1 homo_ha=-0.4017
Se -3.08 -0.87 2.28 0.249
Se -3.60 1.28 2.96 0.241
Cl 0.34 -5.07 6.21 0.023
S 1.74 0.86 -0.96 1.293
O 0.44 1.27 -0.29 -1.143
O 0.01 1.17 3.76 -0.656
O -0.17 -0.04 1.89 -1.007
N -1.47 2.40 1.35 -0.679
N -2.02 0.02 -0.19 -0.631
C 3.03 1.01 0.32 -0.601
C -0.89 4.72 1.57 -0.253
C -1.96 0.04 -1.53 0.075
C -0.01 -2.40 6.01 -0.238
C -0.02 0.09 3.19 0.802
C 0.39 -2.39 3.26 -0.109
C -2.20 2.51 2.46 0.108
C -0.08 -1.21 5.30 -0.144
C 5.38 2.91 -3.78 -0.194
C 4.06 4.54 1.20 -0.226
C -3.86 -1.37 -1.76 -0.120
C -0.85 3.51 0.91 0.081
C 2.30 3.85 2.69 -0.201
C -2.24 3.67 3.22 -0.276
C -2.85 -0.63 -2.35 -0.243
C 0.27 -3.58 5.33 -0.015
C 2.09 2.26 -2.02 -0.635
C 3.20 4.82 2.26 -0.197
C 2.26 2.62 2.06 -0.200
C 5.63 1.69 -4.38 -0.192
C 4.01 3.31 0.57 -0.158
C 3.10 2.34 1.00 -0.107
C 4.24 3.08 -3.00 -0.224
C -3.95 -1.38 -0.37 -0.239
C 0.48 -3.58 3.96 -0.260
C 3.34 2.03 -2.83 0.005
C -1.56 4.78 2.78 -0.110
C -3.01 -0.68 0.37 0.042
C 0.12 -1.20 3.93 -0.206
C 4.74 0.64 -4.21 -0.194
C 3.60 0.81 -3.44 -0.242
Be -0.72 0.86 0.78 1.688
H -2.74 -0.58 -3.42 0.241
H -0.28 -0.28 5.81 0.239
H 2.76 0.21 1.01 0.266
H 1.20 2.35 -2.63 0.251
H 1.64 4.05 3.52 0.228
H -2.80 3.68 4.15 0.246
H -0.16 -2.42 7.08 0.236
H -4.74 -1.92 0.13 0.249
H 2.17 3.14 -1.37 0.259
H -1.57 5.70 3.36 0.236
H -4.58 -1.90 -2.36 0.240
H 3.95 0.74 -0.21 0.261
H 4.78 5.28 0.88 0.224
H 4.93 -0.31 -4.68 0.227
H -1.15 0.62 -1.95 0.211
H 6.52 1.56 -4.98 0.229
H 4.05 4.04 -2.53 0.218
H 1.56 1.87 2.42 0.249
H 6.06 3.74 -3.91 0.228
H 2.90 -0.01 -3.33 0.214
H -0.31 3.40 -0.02 0.218
H 4.70 3.09 -0.24 0.209
H 3.25 5.78 2.76 0.224
H 0.54 -2.38 2.19 0.217
H -0.37 5.58 1.16 0.239
H 0.70 -4.51 3.46 0.232


Record 2
19
Properties=species:S:1:pos:R:3:nbo_charge:R:1 method="wB97M-V/def2-TZVPD" total_charge=+2 homo_ha=-0.7219
N -2.94 -0.18 0.86 -0.640
N 1.63 0.50 -0.41 -0.163
C 2.75 0.67 0.50 -0.455
C -2.04 0.61 0.49 0.696
C 0.36 0.68 -0.20 0.026
C -3.39 -1.54 0.90 -0.479
C 2.05 0.15 -1.73 -0.455
H 2.90 1.76 0.50 0.264
H 2.92 -0.69 -1.74 0.277
H -3.57 0.63 1.24 0.537
H 3.64 0.23 0.00 0.265
H 2.59 0.31 1.55 0.274
H -2.83 -2.30 1.46 0.301
H -3.50 -1.96 -0.13 0.291
H 1.23 -0.19 -2.33 0.239
H 0.16 1.21 0.72 0.238
H -0.25 0.55 -1.02 0.221
H 2.64 1.09 -2.10 0.278
H -4.34 -1.54 1.44 0.285


So what do the calculations give for energy above the lowest of the compared OMol25 structures with the same formula, charge and spin? Going down the list: 15.6, 530.5 kJ/mol.
So what do the calculations give for orbital gap? Going down the list: 0.287, 0.327 hartree.
So what do the calculations give for LUMO? Going down the list: -3.11, -10.76 eV.